# 1
This record from the Open Molecules 2025 dataset describes a structure of composition C33H24BrCl2N4O2Pt. The level of theory is ωB97M-V/def2-TZVPD.

- frontier orbital gap (spin up / spin down) (eV) = 5.4334 / 5.5363
- total charge = -1

Each line ends with the natural charge from an NBO analysis.
Atoms and positions in Å:
Pt (-0.340967, 1.043643, -1.798355)  0.54
C (3.395222, 0.080794, -2.587525)  -0.26
O (2.503297, -0.119460, -1.514606)  -0.46
C (3.003670, -0.168462, -0.273277)  0.28
C (4.352175, -0.271326, 0.015146)  -0.31
C (4.752905, -0.331672, 1.344842)  -0.08
Br (6.616826, -0.524951, 1.712795)  0.01
C (3.871823, -0.271893, 2.385382)  -0.24
C (2.494254, -0.171734, 2.115918)  -0.20
C (2.054473, -0.143701, 0.773700)  0.41
O (0.756824, -0.123200, 0.452814)  -0.68
C (1.523271, -0.105012, 3.188946)  0.42
N (0.218265, -0.058888, 3.016985)  -0.51
C (-0.348524, -0.003052, 4.267564)  0.10
C (-1.684424, 0.060687, 4.651576)  -0.20
C (-1.961243, 0.100080, 6.006360)  -0.23
C (-0.941942, 0.081396, 6.963044)  -0.22
C (0.393039, 0.021583, 6.596897)  -0.25
C (0.667590, -0.019541, 5.238616)  0.16
N (1.843711, -0.089147, 4.525372)  -0.55
H (4.056744, -0.781569, -2.728292)  0.16
H (4.004963, 0.977807, -2.439818)  0.19
H (2.771459, 0.209046, -3.468784)  0.22
H (5.089798, -0.315359, -0.770462)  0.24
H (4.233110, -0.313539, 3.403539)  0.20
H (0.234483, -0.015462, 1.291016)  0.52
H (-2.467592, 0.081634, 3.906402)  0.23
H (-2.990953, 0.147252, 6.336600)  0.21
H (-1.203586, 0.113433, 8.012606)  0.21
H (1.181433, 0.007007, 7.338687)  0.21
H (2.767584, -0.089949, 4.915876)  0.42
N (-1.538254, -0.287140, -2.084099)  -0.55
C (-2.416429, -1.192668, -1.973933)  0.09
C (-3.859200, -0.876714, -2.139755)  0.01
C (-4.232959, 0.311994, -2.774754)  -0.20
C (-5.563628, 0.680517, -2.850122)  -0.22
C (-6.546115, -0.125656, -2.285938)  -0.24
C (-6.185398, -1.303036, -1.650524)  -0.22
C (-4.852303, -1.681871, -1.578250)  -0.23
C (-2.008322, -2.576401, -1.574866)  -0.08
C (-1.126858, -2.725333, -0.505317)  -0.13
C (-0.685401, -3.981497, -0.122357)  -0.23
C (-1.109910, -5.106344, -0.817363)  -0.23
C (-2.001968, -4.968365, -1.870765)  -0.23
C (-2.451913, -3.710987, -2.249002)  -0.20
H (-3.455160, 0.939990, -3.189479)  0.24
H (-5.843286, 1.603379, -3.343025)  0.21
H (-7.586365, 0.172126, -2.332833)  0.20
H (-6.945636, -1.929988, -1.199864)  0.20
H (-4.578974, -2.593159, -1.063302)  0.22
H (-0.788618, -1.837321, 0.006354)  0.23
H (0.003491, -4.080583, 0.707741)  0.21
H (-0.735661, -6.086004, -0.546138)  0.20
H (-2.335170, -5.847025, -2.410036)  0.20
H (-3.132207, -3.607746, -3.086099)  0.21
Cl (3.056950, 3.219316, 0.145304)  -0.03
C (2.702099, 3.899629, -1.421153)  -0.08
C (3.553566, 4.836484, -1.960232)  -0.23
C (3.318715, 5.353327, -3.226514)  -0.29
C (2.239216, 4.878803, -3.963719)  -0.23
C (1.392954, 3.933684, -3.430768)  -0.08
Cl (0.123078, 3.290480, -4.422379)  -0.01
C (1.552983, 3.389563, -2.101706)  0.08
N (0.754856, 2.489275, -1.566940)  -0.72
H (4.411243, 5.165201, -1.387353)  0.21
H (3.972476, 6.106597, -3.644405)  0.20
H (2.050449, 5.241012, -4.965941)  0.21

Atomic forces in eV per Å
Pt 0.1 0.4 -1.3
C 0.1 0.0 -0.2
O 0.0 -0.1 0.2
C 0.2 -0.1 -0.1
C -0.2 0.0 0.0
C 0.4 0.0 0.1
Br -0.1 0.0 0.0
C -0.2 0.1 0.1
C 0.3 0.0 -0.8
C -0.5 -0.1 0.8
O 0.7 -0.1 0.5
C -0.5 0.0 0.4
N 0.2 0.0 -0.4
C 0.2 0.0 0.3
C 0.0 0.0 0.0
C -0.1 0.0 -0.1
C 0.1 0.0 0.1
C 0.0 0.0 0.1
C -0.2 0.0 -0.1
N 0.2 0.0 -0.1
H 0.0 0.0 0.0
H -0.1 0.0 0.0
H 0.0 0.0 0.0
H 0.0 0.0 0.0
H 0.1 0.0 0.0
H 0.0 0.0 -0.2
H 0.0 0.0 0.0
H 0.0 0.0 0.0
H 0.0 0.0 0.0
H 0.0 0.0 0.0
H 0.0 0.0 -0.1
N -0.2 -0.4 0.9
C 0.0 0.2 -0.3
C -0.1 0.0 -0.2
C 0.0 -0.1 0.0
C 0.0 0.0 0.0
C -0.1 0.0 0.0
C 0.0 0.0 0.0
C 0.0 0.1 -0.1
C 0.1 0.1 0.2
C -0.1 -0.1 0.0
C 0.0 0.0 -0.1
C 0.0 0.0 0.1
C 0.0 0.0 -0.1
C 0.0 0.0 0.0
H 0.0 0.0 0.0
H 0.0 0.0 0.0
H 0.0 0.0 0.0
H 0.0 0.0 0.0
H 0.0 0.0 0.0
H 0.1 0.0 0.0
H 0.0 0.0 0.0
H -0.1 0.0 0.0
H 0.0 0.0 0.0
H 0.0 0.0 0.0
Cl 0.1 0.1 0.1
C -0.2 -0.3 -0.1
C 0.1 0.0 0.0
C 0.0 0.1 -0.1
C -0.1 0.1 0.1
C 0.1 -0.2 0.5
Cl -0.1 0.1 -0.1
C 0.2 0.1 -0.7
N -0.4 0.1 0.5
H 0.0 0.0 0.1
H 0.0 0.0 0.0
H 0.0 0.0 0.0


# 2
This record from the Open Molecules 2025 dataset describes a structure of composition C33H24N3O4Ti. The level of theory is ωB97M-V/def2-TZVPD.

- frontier orbital gap (spin up / spin down) (eV) = 5.5514 / 7.2253
- expectation value of S² = 2.070
- total charge = -1
- spin multiplicity = 3

Each line ends with the Löwdin spin population.
Atoms and positions in Å:
Ti (-0.720348, -0.388481, -0.308964)  0.19
C (-2.664267, 2.488639, 2.435256)  0.00
O (-1.626795, 1.833935, 1.728628)  0.01
C (-0.367634, 2.330215, 1.913850)  0.02
C (-0.107041, 3.617411, 2.341933)  0.00
C (1.200894, 4.009114, 2.613966)  0.03
C (2.236240, 3.102363, 2.469648)  0.00
C (1.981290, 1.812522, 2.030119)  0.03
C (0.682511, 1.407645, 1.718034)  0.01
N (0.366508, 0.129372, 1.274817)  0.22
N (1.211766, -0.812107, 1.699188)  0.32
C (0.892091, -2.087186, 1.387384)  0.00
C (-0.402360, -2.512306, 0.952023)  0.10
O (-1.411692, -1.649473, 0.846999)  0.08
C (-0.626413, -3.880692, 0.682634)  -0.01
C (0.350406, -4.820011, 0.842117)  0.10
C (1.633691, -4.455273, 1.320469)  0.00
C (2.651402, -5.410363, 1.532092)  0.02
C (3.884089, -5.039444, 2.000556)  -0.01
C (4.155143, -3.689000, 2.273427)  0.02
C (3.185228, -2.739142, 2.072402)  -0.01
C (1.906232, -3.093938, 1.603253)  0.03
H (-2.319666, 2.810548, 3.420956)  0.00
H (-3.047376, 3.348921, 1.878615)  0.00
H (-3.469614, 1.768360, 2.553678)  0.00
H (-0.914764, 4.324309, 2.481612)  0.00
H (1.393195, 5.019296, 2.952548)  0.00
H (3.251800, 3.404237, 2.695014)  0.00
H (2.778065, 1.094129, 1.902463)  0.00
H (-1.614827, -4.157348, 0.336730)  0.00
H (0.152159, -5.856829, 0.597221)  0.01
H (2.437733, -6.451970, 1.319202)  0.00
H (4.651870, -5.787258, 2.160115)  0.00
H (5.134543, -3.399129, 2.633553)  0.00
H (3.377482, -1.693295, 2.269362)  0.00
C (3.209602, -0.532011, -2.368768)  0.04
C (2.994353, 0.473850, -3.302807)  0.00
C (1.831695, 1.220449, -3.261737)  0.04
C (0.861565, 0.962222, -2.287832)  0.01
C (1.041693, -0.094013, -1.358128)  0.04
C (2.233951, -0.809721, -1.416711)  0.00
C (-0.406040, 1.676838, -2.213893)  0.19
C (-0.800283, 2.747147, -3.009079)  0.01
C (-2.083762, 3.251971, -2.945670)  0.23
C (-3.054129, 2.621185, -2.111045)  0.01
C (-4.407276, 2.983392, -2.067158)  0.05
C (-5.304841, 2.295237, -1.272725)  0.01
C (-4.875899, 1.205803, -0.522266)  0.05
C (-3.546494, 0.824857, -0.542815)  0.01
C (-2.610548, 1.543638, -1.302661)  0.03
N (-1.285815, 1.160537, -1.283279)  0.10
H (4.125601, -1.110768, -2.389459)  0.00
H (3.731653, 0.662139, -4.074759)  0.00
H (1.674183, 1.995984, -4.002542)  0.00
H (2.420642, -1.609698, -0.708752)  0.00
H (-0.091876, 3.192505, -3.694450)  -0.01
H (-2.380924, 4.081760, -3.575087)  0.02
H (-4.751790, 3.807925, -2.681293)  0.00
H (-6.345725, 2.593793, -1.254679)  0.00
H (-5.583550, 0.649534, 0.080509)  0.00
H (-3.218483, -0.034675, 0.032805)  0.00
O (-1.618073, -3.416141, -2.850904)  0.00
C (-0.903496, -2.612226, -2.285498)  0.00
O (-1.259380, -1.480087, -1.773784)  0.00
H (0.181915, -2.829195, -2.186407)  0.00

Atomic forces in eV per Å
Ti 0.3 0.2 -0.7
C -0.1 0.0 -0.1
O -0.1 0.1 0.0
C 0.2 -0.4 0.0
C 0.0 0.2 0.0
C 0.0 0.0 0.0
C 0.1 0.1 0.0
C -0.2 -0.1 -0.2
C 0.2 0.5 0.2
N 0.5 0.0 0.9
N 0.3 0.3 0.4
C -0.8 -0.1 -0.3
C 0.8 -0.3 0.6
O -0.8 -0.7 0.7
C 0.0 -0.2 -0.1
C -0.3 0.0 -0.1
C 0.2 0.3 0.1
C 0.0 0.0 0.0
C 0.0 -0.1 0.0
C -0.1 0.1 0.0
C 0.1 0.1 0.1
C 0.0 -0.2 -0.2
H 0.0 0.0 0.0
H 0.1 0.0 0.0
H 0.0 0.0 -0.1
H 0.0 0.0 0.0
H 0.0 0.0 0.0
H 0.0 0.0 0.0
H 0.0 0.0 0.0
H 0.0 0.0 0.0
H 0.0 0.0 0.0
H 0.0 0.0 0.0
H 0.0 0.0 0.0
H 0.0 0.0 0.0
H 0.0 0.0 0.0
C -0.1 0.0 0.1
C 0.1 0.0 -0.1
C 0.0 0.1 0.1
C 0.1 -0.2 0.1
C 0.5 0.1 -0.5
C 0.2 0.0 0.0
C 0.0 0.2 -0.3
C -0.1 0.0 0.1
C 0.0 0.1 -0.1
C 0.2 -0.2 0.2
C -0.1 0.0 0.1
C 0.0 0.1 -0.1
C 0.0 -0.2 0.2
C 0.2 0.3 -0.1
C -0.6 0.2 -0.1
N -0.6 0.9 -0.1
H 0.0 0.0 0.0
H 0.0 0.0 0.0
H 0.0 0.0 0.0
H 0.0 0.0 0.0
H 0.0 -0.1 0.0
H 0.0 0.0 0.0
H 0.0 0.0 0.0
H 0.0 0.0 0.0
H 0.0 0.0 0.0
H -0.1 -0.1 0.1
O -0.1 0.3 0.1
C 0.4 -0.6 -0.4
O -0.4 -0.5 -0.5
H -0.1 0.1 0.0


Computed values of ΔE to the lowest compared entry with this formula, charge and spin (unit: kcal/mol) for the preceding records, in sequence: 0.0; 23.8.
Computed values of F_max (unit: hartree/bohr) for the preceding records, in sequence: 0.0269; 0.0252.
Computed values of calculated total energy (unit: hartree) for the preceding records, in sequence: -5255.16788; -2586.75170.